*i*
Density functional theory data (ωB97M-V/def2-TZVPD) for C38H38N5O3Sc as an isolated structure.

Results
Charge   0
Spin multiplicity   1
Gap between HOMO and LUMO   0.27444 Ha

Each line ends with the Löwdin charge.
Atoms and positions in Å:
1 Sc 0.359 0.071 -0.145  0.940
2 C -2.914 1.752 2.706  -0.030
3 C -3.393 2.913 2.126  -0.045
4 C -3.024 3.213 0.825  -0.005
5 C -2.183 2.345 0.144  -0.209
6 N -1.703 1.236 0.715  0.067
7 C -2.066 0.946 1.964  -0.109
8 C -1.739 2.607 -1.254  -0.211
9 C -2.371 3.542 -2.064  -0.003
10 C -1.892 3.763 -3.343  -0.046
11 C -0.794 3.042 -3.778  -0.032
12 C -0.242 2.106 -2.920  -0.113
13 N -0.703 1.884 -1.689  0.069
14 H -3.170 1.475 3.719  0.111
15 H -4.040 3.583 2.678  0.112
16 H -3.369 4.125 0.361  0.106
17 H -1.627 0.050 2.382  0.089
18 H -3.237 4.083 -1.710  0.107
19 H -2.371 4.488 -3.989  0.112
20 H -0.375 3.184 -4.765  0.111
21 H 0.610 1.508 -3.216  0.103
22 C 4.533 1.141 -1.792  -0.091
23 C 4.581 0.422 -2.979  -0.093
24 C 3.473 -0.319 -3.360  -0.048
25 C 2.323 -0.324 -2.571  -0.217
26 C 2.217 0.434 -1.386  -0.153
27 C 3.371 1.137 -1.028  -0.130
28 C 1.154 -1.139 -2.993  -0.215
29 C 1.288 -2.235 -3.888  0.018
30 C 0.193 -2.933 -4.279  0.010
31 C -1.089 -2.541 -3.823  -0.163
32 C -2.282 -3.192 -4.211  -0.034
33 C -3.493 -2.762 -3.745  -0.081
34 C -3.554 -1.653 -2.874  -0.073
35 C -2.413 -1.018 -2.472  -0.030
36 C -1.144 -1.455 -2.926  -0.205
37 N -0.023 -0.809 -2.497  0.104
38 H 5.402 1.699 -1.463  0.098
39 H 5.473 0.429 -3.593  0.097
40 H 3.515 -0.879 -4.287  0.098
41 H 3.381 1.697 -0.097  0.085
42 H 2.273 -2.534 -4.214  0.109
43 H 0.283 -3.791 -4.935  0.121
44 H -2.218 -4.037 -4.888  0.115
45 H -4.404 -3.263 -4.046  0.102
46 H -4.519 -1.304 -2.524  0.105
47 H -2.452 -0.164 -1.807  0.095
48 C -1.679 -3.838 -0.219  0.007
49 C -1.005 -2.827 0.694  -0.486
50 C -1.339 -3.060 2.153  -0.006
51 O -1.412 -1.488 0.314  -0.107
52 C 0.523 -2.883 0.460  -0.585
53 O 1.113 -3.878 0.838  0.076
54 O 0.991 -1.876 -0.182  -0.113
55 H -2.767 -3.807 -0.096  0.092
56 H -1.326 -4.836 0.035  0.100
57 H -1.439 -3.638 -1.265  0.082
58 H -2.423 -3.043 2.306  0.090
59 H -0.868 -2.288 2.760  0.059
60 H -0.950 -4.031 2.458  0.097
61 H -2.368 -1.453 0.217  0.101
62 C 0.437 -1.207 5.403  -0.059
63 C 1.637 -0.789 4.541  -0.635
64 C 2.640 -1.950 4.468  -0.049
65 C 2.309 0.436 5.172  -0.064
66 C 1.187 -0.458 3.177  -0.140
67 C 0.848 -0.159 2.043  -0.060
68 H 0.765 -1.435 6.421  0.081
69 H -0.045 -2.095 4.992  0.072
70 H -0.302 -0.403 5.451  0.078
71 H 2.977 -2.227 5.471  0.081
72 H 3.507 -1.665 3.871  0.088
73 H 2.183 -2.819 3.992  0.086
74 H 2.669 0.192 6.176  0.080
75 H 1.603 1.266 5.251  0.077
76 H 3.157 0.764 4.568  0.085
77 N 1.414 3.371 -0.216  -0.007
78 C 1.900 4.443 0.438  -0.092
79 C 1.703 4.208 1.778  -0.054
80 C 1.127 2.926 1.835  -0.131
81 N 0.954 2.429 0.620  -0.018
82 H 1.514 3.139 -1.190  0.130
83 H 2.335 5.275 -0.090  0.115
84 H 1.958 4.855 2.601  0.093
85 H 0.848 2.326 2.688  0.092

---

*ii*
Density functional theory data (ωB97M-V/def2-TZVPD) for C38H38N5O3Sc as an isolated structure.

Results
Charge   0
Spin multiplicity   1
Gap between HOMO and LUMO   0.29119 Ha

Each line ends with the Löwdin charge.
Atoms and positions in Å:
1 Sc 0.262 -0.697 0.790  1.014
2 C 1.696 -0.976 -3.943  -0.041
3 C 0.602 -0.914 -4.791  -0.056
4 C -0.630 -0.553 -4.274  -0.014
5 C -0.725 -0.282 -2.914  -0.211
6 N 0.311 -0.393 -2.089  0.096
7 C 1.502 -0.707 -2.597  -0.129
8 C -2.006 0.164 -2.282  -0.220
9 C -3.038 0.723 -3.025  -0.007
10 C -4.183 1.136 -2.366  -0.048
11 C -4.269 0.956 -0.995  -0.038
12 C -3.187 0.395 -0.340  -0.124
13 N -2.069 0.029 -0.962  0.098
14 H 2.682 -1.231 -4.307  0.109
15 H 0.707 -1.138 -5.845  0.110
16 H -1.502 -0.496 -4.911  0.106
17 H 2.317 -0.730 -1.886  0.090
18 H -2.936 0.864 -4.092  0.107
19 H -4.995 1.595 -2.916  0.110
20 H -5.145 1.254 -0.436  0.109
21 H -3.210 0.242 0.734  0.114
22 C -0.195 -1.657 5.274  -0.079
23 C -0.735 -0.495 5.812  -0.091
24 C -1.135 0.525 4.963  -0.049
25 C -0.993 0.365 3.583  -0.212
26 C -0.434 -0.773 3.010  -0.172
27 C -0.035 -1.778 3.895  -0.123
28 C -1.403 1.460 2.662  -0.217
29 C -2.370 2.424 3.066  -0.003
30 C -2.700 3.436 2.230  -0.003
31 C -2.056 3.548 0.977  -0.164
32 C -2.334 4.606 0.073  -0.040
33 C -1.686 4.677 -1.122  -0.080
34 C -0.722 3.695 -1.456  -0.064
35 C -0.443 2.662 -0.609  -0.031
36 C -1.124 2.555 0.630  -0.198
37 N -0.849 1.491 1.468  0.116
38 H 0.133 -2.457 5.928  0.101
39 H -0.827 -0.377 6.884  0.098
40 H -1.524 1.445 5.383  0.099
41 H 0.442 -2.672 3.510  0.090
42 H -2.846 2.321 4.029  0.105
43 H -3.445 4.172 2.513  0.119
44 H -3.066 5.356 0.352  0.111
45 H -1.894 5.487 -1.810  0.101
46 H -0.188 3.769 -2.397  0.105
47 H 0.310 1.926 -0.849  0.054
48 C 1.096 -5.132 -0.213  -0.004
49 C 1.682 -3.733 -0.198  -0.513
50 C 2.985 -3.643 -0.981  0.002
51 O 0.726 -2.802 -0.736  -0.091
52 C 1.950 -3.265 1.224  -0.568
53 O 2.512 -3.995 2.012  0.089
54 O 1.574 -2.044 1.467  -0.139
55 H 0.993 -5.491 -1.242  0.089
56 H 0.113 -5.134 0.260  0.092
57 H 1.747 -5.812 0.333  0.093
58 H 2.808 -3.882 -2.034  0.088
59 H 3.709 -4.354 -0.580  0.099
60 H 3.411 -2.641 -0.912  0.091
61 H 0.487 -3.077 -1.627  0.100
62 C 4.492 2.960 0.746  -0.056
63 C 3.822 2.395 -0.512  -0.634
64 C 4.862 1.650 -1.358  -0.059
65 C 3.227 3.546 -1.336  -0.060
66 C 2.744 1.467 -0.128  -0.145
67 C 1.853 0.696 0.187  -0.091
68 H 5.299 3.643 0.467  0.081
69 H 4.908 2.158 1.356  0.087
70 H 3.769 3.507 1.353  0.085
71 H 5.673 2.326 -1.642  0.081
72 H 4.406 1.258 -2.269  0.074
73 H 5.287 0.814 -0.800  0.086
74 H 4.012 4.250 -1.625  0.082
75 H 2.473 4.084 -0.759  0.080
76 H 2.753 3.164 -2.243  0.079
77 N -2.376 -2.572 1.780  0.019
78 C -3.405 -3.401 1.558  -0.085
79 C -3.426 -3.657 0.203  -0.056
80 C -2.345 -2.923 -0.305  -0.164
81 N -1.710 -2.267 0.656  -0.014
82 H -2.029 -2.177 2.646  0.116
83 H -4.027 -3.747 2.366  0.118
84 H -4.115 -4.285 -0.334  0.093
85 H -2.006 -2.834 -1.325  0.107

---

Energy above the most stable structure, in hartree: *i* 0.0000; *ii* 0.0208

---

*i*
Density functional theory data (ωB97M-V/def2-TZVPD) for a 2-piece molecular cluster, C3H8NOP overall.

Results
Charge   0
Spin multiplicity   1
Gap between HOMO and LUMO (alpha / beta)   0.24764 / 0.32009 Ha

Each line ends with the Löwdin charge.
Atoms and positions in Å:
1 C -0.348 1.319 0.336  -0.161
2 C -1.420 -0.789 -0.451  -0.272
3 C -0.400 0.334 -0.682  -0.158
4 N 2.131 -0.954 -0.609  -0.399
5 O -1.321 -1.349 0.849  -0.121
6 P 2.536 0.106 0.286  0.640
7 H -0.839 0.991 1.220  0.069
8 H 0.804 1.234 0.666  -0.027
9 H -0.577 2.296 -0.070  0.091
10 H -1.351 -1.614 -1.305  0.147
11 H -2.471 -0.385 -0.381  0.133
12 H -0.245 0.688 -1.603  0.054
13 H -0.431 -1.809 0.965  0.116
14 H 3.934 -0.069 0.778  -0.112

---

*ii*
Density functional theory data (ωB97M-V/def2-TZVPD) for one molecule with the formula C3H8NOP.

Results
Charge   0
Spin multiplicity   1
Gap between HOMO and LUMO   0.33084 Ha

Each line ends with the Löwdin charge.
Atoms and positions in Å:
1 C -2.440 -0.196 1.209  -0.089
2 N -1.312 -0.597 0.684  -0.227
3 P -1.070 -0.815 -1.019  0.800
4 O 0.536 -1.039 -0.871  -0.489
5 C 1.518 -0.073 -0.781  -0.380
6 C 1.505 1.043 0.235  -0.103
7 H -2.553 -0.324 2.183  0.007
8 H -3.174 0.404 0.724  0.050
9 H -1.348 -2.218 -1.054  -0.043
10 H 2.329 -0.805 -0.802  0.117
11 H 1.463 0.407 -1.827  0.125
12 H 2.426 1.681 0.088  0.090
13 H 0.605 1.707 -0.042  0.093
14 H 1.513 0.825 1.273  0.049

---

Energy above the most stable structure, in hartree: *i* 0.1463; *ii* 0.0000

---

*i*
Density functional theory data (ωB97M-V/def2-TZVPD) for one molecule with the formula C3H8NOP.

Results
Charge   0
Spin multiplicity   1
Gap between HOMO and LUMO   0.36819 Ha

Each line ends with the Löwdin charge.
Atoms and positions in Å:
1 C -0.304 0.310 1.901  -0.004
2 C -0.878 -0.358 0.681  -0.615
3 O -1.923 -0.972 0.677  -0.018
4 N -0.169 -0.252 -0.482  -0.394
5 C 1.070 0.486 -0.607  -0.126
6 P -0.891 -1.127 -1.804  0.893
7 H -0.251 1.386 1.751  0.082
8 H -0.948 0.098 2.750  0.085
9 H 0.698 -0.063 2.101  0.082
10 H 1.877 0.002 -0.051  0.087
11 H 1.348 0.527 -1.659  0.064
12 H 0.952 1.507 -0.242  0.083
13 H -0.929 -0.020 -2.675  -0.108
14 H 0.347 -1.523 -2.342  -0.112

---

*ii*
Density functional theory data (ωB97M-V/def2-TZVPD) for one molecule with the formula C3H8NOP.

Results
Charge   0
Spin multiplicity   1
Gap between HOMO and LUMO   0.39377 Ha

Each line ends with the Löwdin charge.
Atoms and positions in Å:
1 C 1.894 0.470 0.104  -0.097
2 C 0.983 -0.840 0.318  -0.176
3 C -0.431 -0.719 -0.331  -0.507
4 O -1.359 -1.607 0.088  -0.045
5 N -1.426 -0.062 0.518  -0.256
6 P -2.928 0.803 0.141  0.798
7 H 1.489 1.253 0.707  0.043
8 H 2.072 0.871 -0.925  0.074
9 H 2.904 0.169 0.511  0.075
10 H 1.012 -1.268 1.379  0.127
11 H 1.322 -1.728 -0.362  0.127
12 H -0.288 -0.419 -1.324  0.118
13 H -2.762 1.080 -1.291  -0.103
14 H -2.483 1.995 0.467  -0.177

---

*iii*
Density functional theory data (ωB97M-V/def2-TZVPD) for a 2-piece molecular cluster, C3H8NOP overall.

Results
Charge   0
Spin multiplicity   1
Gap between HOMO and LUMO (alpha / beta)   0.26081 / 0.28350 Ha

Each line ends with the Löwdin charge.
Atoms and positions in Å:
1 C 2.712 1.147 -0.459  -0.026
2 C -2.877 -1.180 -0.401  -0.106
3 C 2.204 0.073 0.148  -0.286
4 N -2.324 -0.386 0.547  -0.512
5 O 2.861 -1.139 0.332  -0.042
6 P -2.481 1.306 0.825  0.631
7 H 2.156 2.164 -0.605  0.092
8 H 3.755 1.153 -0.684  0.032
9 H -2.762 -2.247 -0.121  0.066
10 H -3.488 -0.674 -1.180  0.067
11 H 1.092 0.000 0.496  0.119
12 H -1.594 -0.801 1.238  0.105
13 H 3.816 -0.987 0.227  0.097
14 H -3.071 1.569 -0.363  -0.237

---

Energy above the most stable structure, in hartree: *i* 0.0000; *ii* 0.1425; *iii* 0.1320